(1)
Entry from the OMol25 dataset: C4H6N3 as an isolated structure at a distorted geometry (ωB97M-V/def2-TZVPD).

CARTESIAN COORDINATES (ANGSTROEM)
N1 -1.0421 -2.1566 -0.7026
N2 0.0591 0.0741 -0.7110
N3 -0.0022 -1.4808 -0.3629
C1 -0.3830 -2.0221 0.8344
C2 -0.2670 0.9580 0.3783
C3 -0.8867 -3.1169 0.2523
C4 1.1219 0.6720 0.1659
H1 -0.7027 0.4197 1.1871
H2 -1.5222 -3.9957 0.5544
H3 1.8215 0.1105 0.7744
H4 1.5341 1.4659 -0.4347
H5 -0.1379 0.3205 -1.7066
H6 -0.7543 1.8743 0.1526

Computed properties:
Total charge ... +1
Maximum force ... 7.845 eV/Å
Lowest unoccupied orbital energy (alpha / beta) ... -0.164 / -0.164 hartree
Total energy ... -319.6979 a.u.
E_HOMO (alpha / beta) ... -0.51605 / -0.51605 hartree



(2)
Entry from the OMol25 dataset: one molecule with the formula C17H19ClO3 (ωB97M-V/def2-TZVPD).

CARTESIAN COORDINATES (ANGSTROEM)
Cl1 2.7912 2.4121 -0.4589
O1 1.3499 -0.3301 -1.1221
O2 -1.1450 1.2103 1.0943
O3 -1.7688 -1.5497 0.5611
C1 -3.9901 -0.8392 -0.1120
C2 2.2821 -2.8041 -0.6057
C3 -2.3497 0.7654 0.6111
C4 4.5391 0.6480 0.5076
C5 3.0830 -1.6034 -0.2081
C6 -6.3136 -0.1952 -0.7716
C7 2.5504 -0.3278 -0.4699
C8 -3.3068 1.7567 0.4359
C9 5.0452 -0.6085 0.7691
C10 0.3148 0.5575 -0.7493
C11 -4.9392 0.1605 -0.2895
C12 4.3185 -1.7277 0.4010
C13 -2.7083 -0.5703 0.3469
C14 3.3083 0.7886 -0.1175
C15 -2.0956 -2.8808 0.2507
C16 0.0520 0.5466 0.7634
C17 -4.5857 1.4667 0.0007
H1 -0.5656 0.1709 -1.2719
H2 2.7274 -3.7137 -0.2124
H3 -2.3311 -3.0024 -0.8115
H4 4.7123 -2.7138 0.5972
H5 0.4983 1.5804 -1.0943
H6 6.0042 -0.7131 1.2518
H7 5.0953 1.5335 0.7724
H8 -4.2787 -1.8556 -0.3301
H9 2.2300 -2.8738 -1.6910
H10 -5.3032 2.2639 -0.1203
H11 -6.8374 -0.7866 -0.0208
H12 -6.2601 -0.7871 -1.6840
H13 1.2619 -2.7090 -0.2393
H14 -6.8958 0.7003 -0.9706
H15 -2.9326 -3.2432 0.8560
H16 0.0585 -0.4874 1.1237
H17 0.8278 1.1115 1.2885
H18 -1.2061 -3.4631 0.4892
H19 -3.0147 2.7707 0.6583

Computed properties:
Total charge ... 0
Maximum force ... 0.838 eV/Å
Lowest unoccupied orbital energy ... 0.027 hartree
Total energy ... -1345.0712 a.u.
E_HOMO ... -0.29753 hartree



(3)
Entry from the OMol25 dataset: a 6-piece molecular cluster, C33H33O4 overall at a distorted geometry (ωB97M-V/def2-TZVPD).

CARTESIAN COORDINATES (ANGSTROEM)
O1 4.9786 -2.3183 -0.8981
O2 4.0376 -2.3805 1.1364
O3 1.3650 -2.2112 -0.9664
O4 0.9882 -0.4372 0.5750
C1 0.0439 -1.6786 4.3477
C2 1.7395 -1.0558 -0.1785
C3 -4.0153 -1.6397 -2.2995
C4 2.0063 -4.7358 -2.5893
C5 -2.8920 3.4753 1.2504
C6 -0.8000 4.5415 1.7804
C7 1.1054 -1.7789 3.4547
C8 -2.6233 7.4158 -1.0333
C9 0.6244 -3.8213 5.2784
C10 -4.0460 -1.7405 -0.9158
C11 -1.5464 6.7009 -1.5432
C12 -0.4605 7.3762 -2.0869
C13 -2.8669 -1.6426 -0.1849
C14 3.3148 -7.1876 -2.5164
C15 1.9600 -7.1325 -2.8223
C16 4.1684 -1.8849 -0.0014
C17 3.2351 -0.6564 -0.3648
C18 -2.8053 -1.4515 -2.9536
C19 3.3601 -4.7911 -2.2741
C20 1.9314 -2.8968 3.4770
C21 -2.6187 8.8048 -1.0744
C22 -0.4540 8.7654 -2.1247
C23 4.0137 -6.0172 -2.2400
C24 -2.2643 2.2350 1.2708
C25 1.3056 -5.9069 -2.8602
C26 -2.1589 4.6290 1.5025
C27 -1.6260 -1.3603 -2.2231
C28 -0.1953 -2.6990 5.2614
C29 1.6880 -3.9198 4.3879
C30 -1.5349 9.4799 -1.6230
C31 -0.1720 3.3017 1.7971
C32 -1.6509 -1.4502 -0.8345
C33 -0.9036 2.1480 1.5400
H1 0.8884 3.2335 2.0105
H2 0.3945 9.2918 -2.5466
H3 3.9069 -3.8776 -2.0546
H4 -3.4679 6.8893 -0.6038
H5 0.2489 -5.8632 -3.1006
H6 0.3812 6.8190 -2.4812
H7 -1.5325 10.5632 -1.6586
H8 1.4984 -3.7811 -2.6223
H9 3.4691 0.2865 0.1798
H10 -2.8361 1.3347 1.0756
H11 -1.0215 -2.6198 5.9594
H12 -2.8949 -1.7158 0.8968
H13 5.0690 -6.0603 -1.9972
H14 1.2083 -2.8969 -0.2870
H15 1.2896 -0.9858 2.7422
H16 2.3286 -4.7942 4.4028
H17 3.3642 -0.4873 -1.4724
H18 -0.7226 -1.3759 -0.2869
H19 -2.6471 5.5968 1.4829
H20 2.7633 -2.9696 2.7835
H21 0.4347 -4.6204 5.9871
H22 -3.9532 3.5430 1.0379
H23 -0.4136 1.1816 1.5501
H24 -0.6822 -1.2179 -2.7366
H25 -3.4601 9.3620 -0.6785
H26 -4.9354 -1.7089 -2.8694
H27 3.8266 -8.1434 -2.4919
H28 -4.9896 -1.8940 -0.4042
H29 -0.2296 5.4411 1.9834
H30 -0.5978 -0.8043 4.3313
H31 -1.5528 5.6176 -1.5155
H32 -2.7798 -1.3766 -4.0350
H33 1.4135 -8.0458 -3.0320

Computed properties:
Total charge ... -1
Maximum force ... 2.951 eV/Å
Lowest unoccupied orbital energy ... 0.085 hartree
Total energy ... -1578.3175 a.u.
E_HOMO ... -0.19059 hartree



(4)
Entry from the OMol25 dataset: a 2-piece molecular cluster, C6H5BrO overall at a distorted geometry (ωB97M-V/def2-TZVPD).

CARTESIAN COORDINATES (ANGSTROEM)
Br1 3.7240 0.1528 -0.3175
O1 0.9120 -1.1923 1.0731
C1 0.5391 1.2003 0.5049
C2 1.1055 -0.0977 0.3716
C3 -1.5639 0.1385 -0.1320
C4 0.4289 -1.2456 -0.2833
C5 -0.8006 1.2614 0.3147
C6 -0.9911 -1.0290 -0.5023
H1 0.9827 -1.9299 -0.9129
H2 -1.3158 2.1996 0.4580
H3 1.1554 2.0548 0.7178
H4 -1.5512 -1.7927 -1.0189
H5 -2.6251 0.2798 -0.2732

Computed properties:
Total charge ... 0
Maximum force ... 2.367 eV/Å
Lowest unoccupied orbital energy (alpha / beta) ... -0.041 / -0.041 hartree
Total energy ... -2880.7578 a.u.
E_HOMO (alpha / beta) ... -0.33729 / -0.33728 hartree



(5)
Entry from the OMol25 dataset: C43H49Br2EuIN8O3S2SbSe as an isolated structure at a distorted geometry (ωB97M-V/def2-TZVPD).

CARTESIAN COORDINATES (ANGSTROEM)
Eu1 -9.6532 -6.5656 -17.3723
I1 -8.6254 -4.6941 -23.5422
Sb1 -12.7991 -10.1294 -22.5210
Br1 -10.7558 -1.7712 -15.2498
Br2 -16.0728 -2.8869 -15.3637
Se1 -6.6833 -7.6823 -15.5391
S1 -8.3311 -3.9148 -18.4933
S2 -11.8752 -8.4415 -14.7340
O1 -8.6380 -8.8718 -17.2327
O2 -10.7613 -7.6817 -15.4021
O3 -10.7718 -4.6383 -16.5633
N1 -5.7512 -3.5625 -18.8079
N2 -9.7951 -6.9680 -20.1383
N3 -6.9585 -6.7563 -18.6430
N4 -6.0540 -7.2497 -13.9509
N5 -12.8222 -5.9016 -17.9575
N6 -6.3605 -5.6760 -19.0884
N7 -10.8141 -6.0906 -20.2237
N8 -7.7670 -6.2542 -15.5212
C1 -14.8068 -10.7159 -20.3457
C2 -15.1895 -6.2399 -18.1237
C3 -10.6873 -5.2012 -21.2694
C4 -11.5296 -12.1160 -24.3407
C5 -5.9827 -5.3240 -12.4608
C6 -6.3889 -6.0106 -13.6218
C7 -15.4343 -4.9520 -17.5973
C8 -6.2569 -7.8732 -18.8316
C9 -8.4202 -10.9205 -18.3617
C10 -11.8774 -4.0335 -16.6812
C11 -6.7272 -9.2221 -18.7118
C12 -13.0224 -4.7175 -17.3594
C13 -13.4097 -2.3086 -15.8384
C14 -7.9836 -4.2028 -14.1079
C15 -11.0217 -9.6258 -13.7225
C16 -14.3814 -4.1699 -17.1624
C17 -14.5162 -3.1071 -16.2241
C18 -14.7291 -11.0616 -21.8812
C19 -6.6526 -4.1929 -12.0801
C20 -11.8030 -8.8077 -25.0742
C21 -6.7840 -4.4146 -18.8837
C22 -6.3471 -11.5189 -19.3225
C23 -13.8534 -6.6871 -18.1836
C24 -14.9817 -12.5271 -22.1518
C25 -7.4308 -5.4721 -14.4874
C26 -10.0682 -11.4578 -22.4645
C27 -7.7082 -3.6796 -12.8628
C28 -8.9860 -6.6972 -21.1662
C29 -12.5123 -7.2580 -13.4800
C30 -11.4494 -11.9003 -22.8664
C31 -9.5076 -5.5868 -21.9468
C32 -12.1142 -2.7792 -15.9768
C33 -13.8280 -4.4958 -10.4790
C34 -11.7675 -6.1374 -13.1605
C35 -13.7572 -7.4605 -12.8578
C36 -13.1537 -9.2868 -24.5727
C37 -5.9543 -10.1745 -19.3340
C38 -14.0988 -8.1699 -24.2728
C39 -14.2424 -6.5740 -11.8984
C40 -7.5891 -11.8932 -18.8123
C41 -7.9533 -9.6153 -18.0709
C42 -13.4317 -5.4549 -11.5456
C43 -12.1639 -5.3543 -12.0665
H1 -8.0821 -7.2589 -21.3975
H2 -16.0352 -12.7795 -21.8193
H3 -13.6616 -7.7432 -18.4097
H4 -11.8806 -12.7489 -22.2610
H5 -15.7998 -11.0179 -20.0661
H6 -15.2878 -6.6756 -11.5428
H7 -9.3367 -12.1288 -22.8887
H8 -9.9073 -11.5017 -21.3669
H9 -14.3315 -8.3755 -13.1012
H10 -8.2330 -2.8266 -12.4865
H11 -10.8938 -5.8440 -13.7196
H12 -14.1994 -13.1641 -21.6980
H13 -10.9558 -13.0214 -24.5453
H14 -5.2160 -7.7328 -19.2304
H15 -9.4489 -11.2145 -18.0802
H16 -15.9629 -6.9288 -18.4429
H17 -14.1288 -11.3492 -19.7779
H18 -13.1311 -4.6086 -9.5553
H19 -11.3689 -8.0605 -24.3231
H20 -13.7358 -3.4836 -10.7980
H21 -14.8646 -4.7706 -10.0871
H22 -11.1475 -11.2419 -24.8279
H23 -11.7187 -10.3726 -13.3722
H24 -6.0224 -2.6094 -18.5707
H25 -7.9142 -12.9287 -18.8760
H26 -5.1536 -5.7574 -11.8967
H27 -9.8803 -10.4038 -22.7285
H28 -13.6060 -10.1469 -25.1040
H29 -5.7413 -12.2510 -19.8709
H30 -4.9921 -9.8656 -19.7458
H31 -14.9532 -12.6266 -23.2458
H32 -14.6977 -9.6519 -20.0907
H33 -15.4618 -10.3997 -22.4348
H34 -11.0313 -9.5697 -25.1720
H35 -13.6072 -1.3434 -15.3458
H36 -11.6992 -6.0941 -19.6483
H37 -16.4622 -4.5597 -17.4881
H38 -13.6720 -7.3993 -23.6184
H39 -15.0143 -8.5836 -23.7870
H40 -10.1946 -9.9273 -14.4510
H41 -4.7800 -3.9110 -18.8824
H42 -14.4905 -7.6820 -25.2061
H43 -10.7037 -9.0636 -12.8055
H44 -11.9527 -8.3092 -26.0716
H45 -12.5309 -12.3343 -24.6950
H46 -8.7702 -3.8226 -14.8049
H47 -6.4319 -3.7366 -11.1166
H48 -11.3867 -4.4021 -21.5689
H49 -11.5399 -4.5653 -11.6972

Computed properties:
<S²> ... 12.048
Multiplicity ... 7
Total charge ... 0
Maximum force ... 3.672 eV/Å
Lowest unoccupied orbital energy (alpha / beta) ... -0.068 / -0.031 hartree
Total energy ... -11925.6793 a.u.
E_HOMO (alpha / beta) ... -0.22665 / -0.22803 hartree



(6)
Entry from the OMol25 dataset: Br3Ti2 as an isolated structure at a distorted geometry (ωB97M-V/def2-TZVPD).

CARTESIAN COORDINATES (ANGSTROEM)
Br1 0.7456 -1.8267 -1.3724
Br2 -1.4464 2.2831 -0.2537
Br3 -1.6932 -1.2110 2.3918
Ti1 2.2959 0.5803 -1.3656
Ti2 0.0981 0.1742 0.5999

Computed properties:
<S²> ... 12.005
Multiplicity ... 7
Total charge ... -1
Maximum force ... 1.844 eV/Å
Lowest unoccupied orbital energy (alpha / beta) ... 0.079 / 0.077 hartree
Total energy ... -9421.0146 a.u.
E_HOMO (alpha / beta) ... -0.12278 / -0.20577 hartree



(7)
Entry from the OMol25 dataset: one molecule with the formula C4H8N2O (ωB97M-V/def2-TZVPD).

CARTESIAN COORDINATES (ANGSTROEM)
O1 1.7733 0.9867 0.1282
N1 -1.8693 -0.1076 -0.4075
N2 0.7010 1.4875 0.9417
C1 1.2239 0.1546 -0.8847
C2 0.4149 -0.9482 -0.2256
C3 -0.4647 1.0113 1.1889
C4 -0.7658 -0.3341 0.5303
H1 -2.6763 0.2545 0.0940
H2 -2.1425 -0.9987 -0.8148
H3 0.6017 0.7626 -1.5553
H4 1.0395 2.3756 1.2889
H5 0.0653 -1.6703 -0.9723
H6 2.0797 -0.2368 -1.4402
H7 1.0712 -1.4744 0.4767
H8 -1.0531 -1.0132 1.3524

Computed properties:
Total charge ... 0
Maximum force ... 0.543 eV/Å
Lowest unoccupied orbital energy ... 0.038 hartree
Total energy ... -341.8415 a.u.
E_HOMO ... -0.30828 hartree



(8)
Entry from the OMol25 dataset: one molecule with the formula C10H12OS at a distorted geometry (ωB97M-V/def2-TZVPD).

CARTESIAN COORDINATES (ANGSTROEM)
S1 1.0796 1.8310 1.0723
O1 2.4082 1.3410 -1.0834
C1 0.3079 -1.5864 -0.4032
C2 -1.6486 -0.4398 0.8542
C3 -1.2127 0.1478 -1.4270
C4 -0.8319 -0.6164 -0.2735
C5 -2.9395 1.2272 -0.1125
C6 -2.7085 0.3924 0.9680
C7 1.2860 -1.4598 0.8342
C8 2.4807 -0.5115 0.4997
C9 -2.1510 1.1050 -1.2397
C10 2.0321 0.8400 0.1173
H1 0.5850 0.7147 1.7110
H2 -3.3846 0.2798 1.9237
H3 -0.5649 0.0601 -2.2854
H4 -2.3644 1.6782 -2.1210
H5 -0.0979 -2.5151 -0.3811
H6 3.0193 -0.6305 1.4466
H7 1.9559 2.1320 -1.5129
H8 1.7648 -2.3606 1.2178
H9 0.8473 -1.5017 -1.3270
H10 -3.8724 1.8117 -0.0853
H11 0.9217 -1.0496 1.8964
H12 3.0878 -0.8895 -0.2893

Computed properties:
Total charge ... 0
Maximum force ... 3.730 eV/Å
Lowest unoccupied orbital energy (alpha / beta) ... 0.023 / -0.014 hartree
Total energy ... -861.4771 a.u.
E_HOMO (alpha / beta) ... -0.32257 / -0.21873 hartree